# C2H3F2IO

A cluster of 2 separate species, C2H3F2IO in total in a non-equilibrium geometry (wB97M-V/def2-TZVPD, OMol25).

Properties
- Relative energy (zero: lowest compared OMol25 entry of this formula, charge and spin): 44.13 kcal/mol
- Maximum force: 6.67 eV Å⁻¹
- Multiplicity: 3
- Kohn-Sham gap (alpha / beta): 7.106 / 4.531 eV
- HOMO level (alpha / beta): -6.9 / -9.3 eV

Atoms and positions in Å:
1 C -0.7385 0.2797 0.7835
2 C 0.3678 0.0382 -0.1967
3 O 0.1891 -0.3527 -1.4293
4 F 1.5404 0.6894 -0.0807
5 F 1.3063 -1.8225 0.3659
6 I -1.9921 1.8950 0.1767
7 H -1.2228 -0.6317 0.4428
8 H -0.4878 0.1979 1.8323
9 H 1.0376 -0.2935 -1.8946

natural (NBO) atomic charge list, values in e, 2 entries: -0.83 0.91

# C2H3F2IO2

A cluster of 3 separate species, C2H3F2IO2 in total in a non-equilibrium geometry (wB97M-V/def2-TZVPD, OMol25).

Properties
- Relative energy (zero: lowest compared OMol25 entry of this formula, charge and spin): 3.39 kcal/mol
- Maximum force: 3.00 eV Å⁻¹
- Kohn-Sham gap: 10.663 eV
- HOMO level: -10.3 eV
- Structure (SMILES): O=C(F)F.C=O.I

Atoms and positions in Å:
1 O -3.4826 -1.3595 -0.6261
2 C -2.4842 -1.2103 -0.0482
3 F -2.2514 -0.5221 1.0367
4 F -1.3680 -1.9593 -0.0904
5 C 0.1843 1.5253 -0.3761
6 O -0.5385 0.7997 -0.9964
7 H 0.7410 2.3490 -0.9041
8 H 0.0912 1.3941 0.7221
9 I 4.5787 -0.8486 -0.0943
10 H 4.5295 -0.1682 1.3767

natural (NBO) atomic charge list, values in e, 2 entries: -0.52 1.14

# C2H3F2N

A structure of composition C2H3F2N in a non-equilibrium geometry (wB97M-V/def2-TZVPD, OMol25).

Properties
- Relative energy (zero: lowest compared OMol25 entry of this formula, charge and spin): 88.80 kcal/mol
- Maximum force: 6.89 eV Å⁻¹
- Kohn-Sham gap: 11.817 eV
- HOMO level: -11.5 eV

Atoms and positions in Å:
1 C -0.7151 -0.1981 0.2906
2 C 0.6375 -0.2508 -0.0256
3 N -0.1440 0.5805 -0.8009
4 F 1.1772 -1.6590 -0.8406
5 F 0.2094 1.9514 -0.5138
6 H -1.6082 -0.7926 0.0213
7 H -0.8926 0.4809 1.1690
8 H 1.3358 -0.1123 0.7001

natural (NBO) atomic charge list, values in e, 2 entries: -0.32 0.30

Q: What is the relative energy (zero: lowest compared OMol25 entry of this formula, charge and spin) in the third record?
A: 88.80 kcal/mol